{
  "formula": "C3H7INP",
  "method": "ωB97M-V/def2-TZVPD",
  "elements": ["C", "C", "C", "N", "P", "I", "H", "H", "H", "H", "H", "H", "H"],
  "positions_angstrom": [[1.038, 0.591, -0.335], [-0.621, -0.912, 0.881], [0.894, -0.848, -0.061], [-0.359, 1.137, -0.631], [-1.681, 0.402, 0.147], [2.484, -1.512, 1.153], [1.400, 1.047, 0.536], [1.557, 0.829, -1.263], [-0.946, -2.020, 0.939], [-0.422, -0.622, 1.866], [0.655, -1.466, -0.908], [-0.139, 2.043, -0.219], [-2.074, -0.532, -0.936]],
  "e_above_lowest_kcal_mol": 20.4,
  "orbital_gap_ev": 9.48,
  "smiles": "I[C@@H]1CNPC1",
  "spin_multiplicity": 1,
  "homo_energy_ev": -9.034,
  "total_charge": 0,
  "energy_ha": -812.255892
}

---

{
  "formula": "C3H7IOS2",
  "method": "ωB97M-V/def2-TZVPD",
  "elements": ["C", "C", "C", "O", "S", "S", "I", "H", "H", "H", "H", "H", "H", "H"],
  "positions_angstrom": [[1.079, -1.108, 1.182], [1.133, 0.065, -0.989], [0.613, -0.851, -0.218], [-1.764, 1.836, 1.470], [-1.760, 2.253, -1.421], [-1.462, 0.921, 0.398], [-3.140, -0.706, -0.017], [1.912, -0.483, 1.349], [0.322, -0.998, 1.878], [1.406, -2.117, 1.417], [2.002, 0.719, -0.640], [-0.824, 1.549, -1.995], [0.756, 0.261, -1.872], [-0.273, -1.339, -0.541]],
  "e_above_lowest_kcal_mol": 22.6,
  "orbital_gap_ev": 8.37,
  "spin_multiplicity": 1,
  "homo_energy_ev": -9.185,
  "total_charge": 0,
  "energy_ha": -1287.722844
}

---

{
  "formula": "C3H7LaO3",
  "method": "ωB97M-V/def2-TZVPD",
  "elements": ["O", "La", "O", "C", "C", "O", "C", "H", "H", "H", "H", "H", "H", "H"],
  "positions_angstrom": [[-2.567, -1.585, -1.883], [-0.791, -0.359, -1.079], [-0.889, 0.665, 1.035], [-0.038, 1.700, 1.555], [1.405, 1.281, 1.338], [1.874, 1.247, 0.021], [1.653, -0.017, -0.663], [-0.218, 1.754, 2.639], [-0.205, 2.724, 1.193], [1.483, 0.255, 1.750], [2.040, 1.967, 1.918], [2.152, 0.100, -1.640], [2.193, -0.837, -0.151], [-1.171, 0.017, 1.784]],
  "e_above_lowest_kcal_mol": 66.9,
  "orbital_gap_ev": [7.04, 6.70],
  "s_squared": 0.764,
  "spin_multiplicity": 2,
  "homo_energy_ev": [-12.102, -12.011],
  "total_charge": 1,
  "energy_ha": -375.412920
}

---

{
  "formula": "C3H7LiO5",
  "method": "ωB97M-V/def2-TZVPD",
  "elements": ["O", "C", "C", "O", "C", "O", "O", "H", "H", "H", "H", "H", "H", "Li", "O", "H"],
  "positions_angstrom": [[-0.415, 1.328, 1.720], [0.049, 1.267, 0.396], [-0.203, -0.118, -0.160], [0.196, -0.070, -1.527], [-0.008, -1.159, -2.251], [-0.505, -2.185, -1.850], [0.400, -0.932, -3.491], [0.433, 1.624, 2.370], [1.132, 1.477, 0.399], [-0.445, 2.030, -0.228], [-1.272, -0.371, -0.104], [0.384, -0.876, 0.377], [0.150, -1.681, -4.048], [-1.404, -0.029, 2.486], [0.373, 0.081, 3.148], [1.134, -0.386, 2.762]],
  "orbital_gap_ev": [10.00, 7.10],
  "s_squared": 0.756,
  "spin_multiplicity": 2,
  "homo_energy_ev": [-14.292, -14.291],
  "total_charge": 1,
  "energy_ha": -501.951195
}

---

{
  "formula": "C3H7N",
  "method": "ωB97M-V/def2-TZVPD",
  "elements": ["N", "C", "C", "C", "H", "H", "H", "H", "H", "H", "H"],
  "positions_angstrom": [[0.228, -1.480, -0.194], [0.589, -0.130, -0.762], [-0.931, 0.839, 1.073], [-0.295, 0.948, -0.173], [0.261, -1.309, 0.804], [0.936, -2.124, -0.529], [1.673, 0.026, -0.527], [0.415, -0.201, -1.836], [-1.003, 1.729, 1.684], [-1.442, -0.084, 1.329], [-0.432, 1.786, -0.870]],
  "e_above_lowest_kcal_mol": 18.6,
  "orbital_gap_ev": [4.44, 6.97],
  "s_squared": 0.754,
  "spin_multiplicity": 2,
  "homo_energy_ev": [0.810, -2.188],
  "total_charge": -1,
  "energy_ha": -173.146513
}

---

{
  "formula": "C3H7N",
  "method": "ωB97M-V/def2-TZVPD",
  "elements": ["C", "C", "H", "H", "H", "H", "C", "N", "H", "H", "H"],
  "positions_angstrom": [[-3.422, -1.986, -4.781], [-2.666, -1.685, -3.727], [-4.295, -1.363, -4.932], [-3.283, -2.892, -5.356], [-3.117, -1.011, -3.007], [-1.872, -2.336, -3.384], [3.855, 2.488, 4.710], [4.078, 1.791, 5.728], [4.135, 3.545, 4.633], [3.208, 2.171, 3.871], [3.379, 1.277, 6.244]],
  "e_above_lowest_kcal_mol": 61.3,
  "orbital_gap_ev": 9.93,
  "smiles": "C=C.C=N",
  "spin_multiplicity": 1,
  "homo_energy_ev": -8.978,
  "total_charge": 0,
  "energy_ha": -173.144383
}

---

{
  "formula": "C3H7N",
  "method": "ωB97M-V/def2-TZVPD",
  "elements": ["C", "C", "H", "H", "H", "H", "C", "N", "H", "H", "H"],
  "positions_angstrom": [[3.420, -1.681, -1.777], [3.684, -1.784, -3.095], [3.623, -0.710, -1.223], [3.280, -2.561, -1.061], [4.115, -0.841, -3.661], [3.788, -2.754, -3.474], [-3.176, 1.591, 2.791], [-4.123, 1.784, 1.984], [-2.787, 0.589, 3.038], [-2.366, 2.309, 2.948], [-4.364, 2.720, 2.033]],
  "e_above_lowest_kcal_mol": 55.3,
  "orbital_gap_ev": 11.23,
  "smiles": "C=C.C=N",
  "spin_multiplicity": 1,
  "homo_energy_ev": -10.010,
  "total_charge": 0,
  "energy_ha": -173.153976
}

---

{
  "formula": "C3H7N",
  "method": "ωB97M-V/def2-TZVPD",
  "elements": ["C", "C", "H", "H", "H", "H", "C", "N", "H", "H", "H"],
  "positions_angstrom": [[2.719, -0.989, -0.610], [2.723, -0.029, -1.601], [3.618, -1.254, -0.057], [1.784, -1.497, -0.365], [3.564, 0.180, -2.252], [1.832, 0.553, -1.828], [-2.647, 0.607, 0.496], [-2.882, 0.362, 1.714], [-3.357, 0.359, -0.282], [-1.710, 1.082, 0.198], [-2.098, 0.676, 2.289]],
  "e_above_lowest_kcal_mol": 96.0,
  "orbital_gap_ev": [5.70, 2.53],
  "s_squared": 0.754,
  "spin_multiplicity": 2,
  "homo_energy_ev": [-12.638, -12.636],
  "total_charge": 1,
  "energy_ha": -172.806984
}

---

{
  "formula": "C3H7N2",
  "method": "ωB97M-V/def2-TZVPD",
  "elements": ["C", "C", "C", "N", "N", "H", "H", "H", "H", "H", "H", "H"],
  "positions_angstrom": [[0.503, -0.783, -0.178], [-1.713, -0.078, 0.624], [-0.266, 0.243, 0.467], [2.503, 2.100, -1.083], [2.442, 1.011, -1.162], [1.201, -0.225, -0.988], [-0.065, -1.553, -0.675], [1.304, -1.078, 0.543], [-2.403, 0.612, 0.972], [-2.027, -0.469, -0.410], [-1.695, -0.974, 1.110], [0.217, 1.193, 0.780]],
  "e_above_lowest_kcal_mol": 41.0,
  "orbital_gap_ev": 10.85,
  "spin_multiplicity": 1,
  "homo_energy_ev": -17.730,
  "total_charge": 1,
  "energy_ha": -227.689022
}

---

{
  "formula": "C3H7N2",
  "method": "ωB97M-V/def2-TZVPD",
  "elements": ["C", "C", "C", "N", "N", "H", "H", "H", "H", "H", "H", "H"],
  "positions_angstrom": [[-0.198, 0.046, -0.006], [1.769, -0.022, -0.001], [-2.101, 0.024, -0.074], [0.642, -0.951, 0.242], [0.706, 0.968, -0.219], [2.487, 0.138, 0.824], [2.232, -0.204, -0.985], [-2.153, -1.049, -0.329], [-2.212, 0.931, -0.487], [-2.277, 0.081, 1.045], [0.587, -1.927, 0.602], [0.518, 1.964, -0.612]],
  "e_above_lowest_kcal_mol": 54.8,
  "orbital_gap_ev": 12.59,
  "spin_multiplicity": 1,
  "homo_energy_ev": -15.606,
  "total_charge": 1,
  "energy_ha": -227.667046
}